# 1
Density functional theory data (ωB97M-V with the def2-TZVPD basis set) for a molecular structure, C46H76N8O3S.

For the highest occupied orbital energy, the calculation gives -8.6022 eV. As for the total energy: -77832.0063 eV. As for the net charge: 0. The LUMO energy is -0.44 eV.

The geometry in XYZ format:
```
134
Properties=species:S:1:pos:R:3:forces:R:3:lowdin_charge:R:1
S -7.33068 0.14737 1.83278 0.89 -0.71 -0.42 0.97
O 2.60614 -3.49321 -2.18861 0.80 -0.05 0.66 -0.18
O -1.61985 -5.60086 -3.69479 -0.21 0.46 0.65 0.11
O -3.16413 -4.30872 -4.60304 0.28 -0.40 0.20 0.10
N -7.48990 -0.74992 0.49717 -0.50 0.10 -0.14 -0.25
N -5.46182 2.37190 5.62394 -0.50 0.02 0.00 0.15
N 5.49720 -1.60010 -4.50175 0.40 -0.16 -0.60 0.17
N 2.22689 3.80587 -1.86629 -0.20 0.52 0.00 0.16
N -5.74599 -0.11327 2.13782 -0.82 0.26 -0.05 -0.22
N 0.85452 4.98636 1.83537 0.10 -0.12 0.36 0.15
N 7.30583 -5.92873 -5.12497 0.16 0.29 0.38 0.16
N 1.90008 2.71652 7.44360 -0.31 -0.38 0.48 0.16
C -6.31701 -1.30016 0.18570 -0.17 0.85 0.83 -0.32
C -2.77239 -1.02800 1.87699 -0.13 0.35 0.01 -0.13
C -1.17759 0.73906 -2.78323 0.25 0.56 -0.18 -0.20
C -2.08720 1.40705 1.28708 -1.09 0.55 0.53 -0.21
C 9.28042 -4.11115 -2.93076 0.25 -0.17 0.10 -0.26
C 1.40239 6.29752 -1.79407 -0.17 -0.27 0.11 -0.19
C -8.08320 2.27792 5.79524 0.26 0.23 -0.31 -0.19
C 1.81745 2.75631 4.29401 0.05 -0.47 -0.08 -0.27
C -3.73149 -2.17832 -0.09397 -0.55 -0.17 -0.37 0.01
C -2.73950 1.33733 -0.10855 0.43 -0.02 -0.25 -0.19
C -2.61063 -4.67446 -3.59910 -0.73 0.75 -0.54 -0.50
C -2.14474 2.42921 -1.04076 0.19 -0.56 -0.11 -0.19
C 5.73146 -2.35556 -5.34005 0.00 0.05 0.19 -0.22
C -6.61059 2.32724 5.69614 0.17 -0.25 0.16 -0.24
C 0.72908 -0.48732 8.09586 0.00 -0.20 -0.22 -0.26
C 0.70165 1.85198 3.78770 0.01 -0.01 -0.06 -0.11
C -6.03923 -2.13017 -0.94832 0.80 0.22 0.79 0.02
C -0.64766 5.75377 -3.19996 -0.04 0.05 0.00 -0.11
C 1.10537 4.66328 2.91216 -0.09 0.29 -0.07 -0.22
C -3.96163 -1.37385 0.98670 0.64 -0.20 -0.05 -0.16
C 0.28754 0.88357 -2.25628 -0.31 -0.35 0.30 -0.18
C 1.02444 -2.13348 -0.86254 0.94 0.47 0.15 -0.18
C 5.95132 -2.63861 -7.77775 -0.22 0.17 -0.21 -0.26
C 0.39658 0.91285 8.62166 0.31 -0.05 -0.18 -0.18
C 0.49153 -0.62977 6.59732 0.00 -0.05 0.01 -0.11
C 1.63357 -0.70175 -0.66562 -1.66 -0.49 0.53 -0.19
C 4.56980 -2.06525 -8.07537 0.02 0.02 -0.04 -0.11
C 1.42903 4.23433 4.28639 0.08 -0.14 -0.34 -0.18
C 1.86756 4.90031 -1.83507 0.31 -0.17 0.06 -0.22
C -4.44393 -3.47018 -2.27451 0.69 -0.19 0.64 -0.13
C 1.24036 1.92574 7.96064 -0.02 0.32 0.08 -0.20
C -5.30616 -0.89644 1.16892 0.43 -0.89 -0.91 -0.32
C -8.25405 4.81673 5.66752 -0.01 0.03 -0.03 -0.11
C 7.77386 -4.21246 -3.19128 0.26 -0.09 -0.28 -0.18
C -8.69698 3.48342 5.07536 -0.07 0.30 0.01 -0.27
C 3.67259 -2.63751 -2.58123 -0.23 0.84 0.01 -0.14
C -2.03899 2.00970 -2.52962 0.53 0.20 0.08 -0.20
C 9.90220 -5.43964 -2.51371 0.05 0.02 -0.01 -0.11
C 0.46495 0.32027 -0.80954 0.81 0.22 -0.43 -0.21
C -2.68791 0.44573 2.34567 0.75 0.21 0.25 -0.19
C 7.50587 -5.16916 -4.28215 -0.19 -0.26 0.14 -0.24
C 2.12567 -3.23109 -0.88366 -1.36 0.17 0.02 -0.24
C 6.03147 -3.32368 -6.40910 -0.10 0.57 -0.23 -0.19
C -0.12349 6.35277 -1.89994 -0.29 -0.06 -0.14 -0.26
C -4.74349 -2.56826 -1.06146 -0.42 -0.22 -0.39 -0.18
C -3.01453 -4.06588 -2.23813 0.20 -0.25 -0.43 -0.11
H 1.13421 0.04045 6.02505 -0.03 0.04 0.04 0.05
H -0.20305 1.96806 4.39088 -0.01 -0.02 -0.03 0.08
H 10.96633 -5.31406 -2.31069 -0.03 -0.01 0.03 0.07
H 0.56919 0.96168 9.69733 -0.01 0.12 -0.02 0.12
H 6.21089 -3.36431 -8.55090 0.07 -0.06 0.11 0.11
H -8.42692 3.45674 4.01721 -0.02 -0.11 0.02 0.11
H -6.81143 -2.39009 -1.67310 0.18 0.11 0.30 0.13
H 9.42825 -5.82756 -1.60937 0.02 -0.01 -0.02 0.08
H 4.55086 -1.61505 -9.06855 -0.02 -0.04 0.01 0.07
H 0.67093 1.16137 -0.12564 -0.39 -0.34 -0.15 0.10
H -1.73429 5.83888 -3.24729 0.02 0.01 -0.03 0.07
H 7.37315 -3.23785 -3.47196 -0.10 -0.05 0.01 0.09
H -2.89962 -4.83669 -1.45494 0.00 0.50 -0.09 0.13
H -1.11948 2.64764 -0.68427 -0.36 -0.01 -0.16 0.10
H -1.15232 0.58516 -3.87643 -0.03 0.00 0.37 0.10
H 4.29603 -1.28689 -7.36089 0.00 -0.05 0.03 0.07
H -8.36875 2.27479 6.84835 0.08 -0.02 0.01 0.12
H -9.78526 3.41217 5.13095 0.03 -0.12 -0.01 0.11
H -2.32666 -3.22186 -2.05601 0.09 -0.55 -0.02 0.11
H 1.96085 -0.67311 0.39091 0.39 0.12 -0.57 0.11
H -2.70951 3.37254 -0.94712 0.14 -0.34 -0.02 0.11
H 0.11567 -1.21849 8.62611 0.01 0.09 0.09 0.11
H -2.72141 -1.71430 2.74321 -0.28 0.31 -0.26 0.12
H -4.56112 -2.88759 -3.19811 0.02 -0.27 0.23 0.13
H -5.17044 -4.29834 -2.27491 0.16 0.37 -0.17 0.13
H -7.17613 4.95830 5.57433 -0.01 -0.05 0.04 0.07
H -1.49797 2.82728 -3.04458 -0.32 -0.27 0.10 0.08
H -0.44635 7.39390 -1.83094 0.11 0.01 0.07 0.11
H 3.80626 -2.84544 -8.04252 0.00 0.03 0.01 0.08
H 7.02739 -3.72629 -6.24938 -0.04 -0.02 0.03 0.08
H -1.99430 0.45860 3.21079 -0.31 0.02 -0.30 0.09
H 4.43781 -3.15983 -3.16099 -0.54 -0.21 0.13 0.05
H -0.65171 1.15290 8.43599 0.03 0.06 -0.02 0.12
H -1.15332 -5.68320 -2.85076 -0.10 -0.06 -0.07 0.11
H 9.78548 -3.74804 -3.82884 -0.09 0.07 0.01 0.11
H 0.40355 -2.11187 -1.77467 0.32 -0.41 0.14 0.11
H -2.70989 -2.53427 -0.23846 -0.31 0.11 0.05 0.10
H -0.54771 -0.41058 6.34143 0.03 0.01 -0.03 0.08
H 1.68330 -4.16464 -0.49593 0.27 0.14 -0.27 0.11
H -2.26776 2.43624 1.66344 0.24 -0.38 -0.08 0.12
H 1.00729 0.80527 3.83345 -0.03 0.01 0.00 0.07
H 7.25072 -4.54641 -2.29356 -0.05 -0.04 -0.06 0.12
H 0.35088 -2.34486 -0.00776 0.21 0.21 -0.32 0.10
H -0.56896 5.82213 -1.05566 0.12 0.05 0.06 0.10
H 1.86406 6.84852 -2.61565 0.04 -0.07 -0.01 0.12
H -1.62735 -0.17013 -2.34762 0.05 0.29 -0.16 0.09
H -8.51919 4.88363 6.72506 0.02 0.02 -0.02 0.08
H -3.62911 0.86479 2.72627 0.14 -0.48 -0.25 0.09
H 2.44944 -0.49057 -1.36823 -0.15 -0.04 0.34 0.10
H 4.19013 -2.15951 -1.72514 -0.27 -0.38 -0.16 0.09
H 3.26550 -1.80166 -3.17994 0.32 -0.39 0.04 0.08
H 0.95801 0.31089 -2.91993 -0.20 0.27 0.11 0.10
H 9.45365 -3.37337 -2.14501 -0.11 0.06 -0.06 0.11
H -1.85601 -1.23399 1.28865 -0.36 0.01 0.24 0.10
H -0.99441 1.29660 1.25623 -0.38 -0.15 -0.35 0.07
H 5.32074 -4.14906 -6.35021 0.04 -0.01 0.09 0.12
H -8.73643 5.64339 5.14490 -0.01 -0.01 0.04 0.07
H 0.45163 2.07230 2.74843 -0.04 0.04 0.03 0.05
H -0.40108 4.69430 -3.28005 0.08 0.04 -0.01 0.05
H -3.84108 1.43814 -0.07985 0.40 -0.01 0.29 0.12
H 0.56090 4.40824 4.92442 -0.01 0.02 -0.03 0.12
H 6.68903 -1.83446 -7.83090 0.06 -0.08 0.05 0.11
H -8.44043 1.35092 5.34497 0.11 -0.05 0.06 0.11
H 2.70453 2.60349 3.67356 0.00 0.12 0.00 0.12
H 2.25196 4.84155 4.66431 -0.06 0.08 -0.03 0.12
H 2.91177 -2.91788 -0.17095 0.01 -0.22 -0.41 0.12
H 9.80801 -6.19089 -3.29969 -0.06 0.01 0.02 0.07
H -0.22927 6.27014 -4.06736 -0.01 -0.03 -0.01 0.08
H 1.77252 -0.72456 8.31515 -0.03 0.05 0.10 0.11
H -2.55631 0.33090 -0.52576 -0.05 0.48 0.01 0.08
H -3.02129 1.94528 -3.03025 0.24 -0.17 0.35 0.11
H -0.46048 -0.21361 -0.53318 0.32 0.44 0.25 0.08
H 0.71245 -1.64731 6.27263 -0.04 0.01 0.00 0.08
H 0.62762 1.94108 -2.25952 -0.24 -0.65 -0.24 0.07
H 2.08276 2.46522 5.30978 0.03 0.20 -0.18 0.04
H 1.73107 6.74789 -0.85688 0.07 -0.09 0.01 0.11
```
Positions in Å, forces in eV/Å.

***

# 2
Density functional theory data (ωB97M-V with the def2-TZVPD basis set) for 5 unconnected molecules or ions with the total composition C34H46BF7N5O5.

For the highest occupied orbital energy, the calculation gives -4.8629 eV. As for the total energy: -73391.8386 eV. As for the relative energy (zero: lowest compared OMol25 entry of this formula, charge and spin): 0.000 eV. As for the net charge: -1. The LUMO energy is 2.09 eV.

The geometry in XYZ format:
```
98
Properties=species:S:1:pos:R:3:forces:R:3:lowdin_charge:R:1
F -2.82526 -4.09840 -0.90264 -0.59 -0.07 -0.02 -0.05
F 4.40580 1.37918 -1.10466 0.05 -0.04 -0.05 0.13
F 2.91036 -0.61122 -0.97805 -0.09 0.05 -0.28 0.10
F 2.00548 3.08246 0.46088 -0.14 -0.09 -0.19 0.11
F 2.57231 0.57175 0.81205 0.27 0.16 0.18 0.15
F 2.79940 1.75863 -2.50172 -0.19 0.00 -0.13 0.17
F 4.08834 3.49335 -0.01337 0.14 -0.08 0.28 0.15
O 1.17256 4.40805 -1.70041 0.43 -0.39 0.11 0.11
O -0.76467 -0.32931 0.75968 0.48 0.30 0.45 0.03
O -2.18503 -0.27376 -1.06675 -0.25 -0.30 0.35 0.02
O 0.33488 1.51030 -1.31107 0.93 -1.76 0.60 0.15
O 3.34331 4.76419 -2.20890 -0.77 -0.85 0.76 0.19
N 2.73719 3.49464 3.08492 0.02 -0.05 0.25 0.02
N -1.37011 2.49240 0.62489 -0.63 -0.01 0.24 -0.12
N 1.50434 -6.54255 0.90134 0.02 -0.06 -0.01 0.01
N -2.38600 4.34609 -2.16575 -0.01 0.07 -0.03 0.02
N 5.50191 -1.84911 -1.17522 0.10 -0.02 -0.05 0.02
C -4.53708 -1.36478 0.30971 0.12 0.06 1.11 -0.20
C 1.96924 -8.39003 -0.22149 0.00 -0.01 0.00 -0.12
C -4.56985 4.68435 -2.22465 -0.01 0.10 -0.01 -0.11
C 0.83346 -1.89638 0.12573 0.32 -0.12 -0.19 -0.10
C 2.33305 0.53393 -0.51531 -0.70 -0.22 0.10 -0.34
C -1.08502 -1.01345 -1.43888 0.84 0.87 -1.27 -0.28
C -5.46064 -0.18964 0.03497 -0.51 -0.47 -0.76 -0.43
C -1.29744 -2.47335 -1.80036 -0.59 0.01 0.52 -0.09
C 3.08462 1.69004 -1.19541 0.71 0.08 0.52 -0.33
C 1.05686 -2.18781 1.40081 0.03 0.02 -0.36 0.05
C 0.80646 0.51139 -0.78615 -0.39 1.41 -0.90 -0.14
C 0.30373 -7.11769 0.59057 -0.04 0.08 0.03 -0.14
C -2.57165 5.69039 -1.98651 0.05 -0.13 -0.02 -0.15
C 0.55686 -8.26625 -0.10959 0.03 -0.02 0.01 -0.11
C 6.59809 -1.89229 -1.98813 -0.01 0.02 0.03 -0.14
C 3.72023 4.44391 3.08150 -0.05 -0.02 -0.09 -0.14
C 5.46113 -2.97097 -0.39929 -0.02 0.01 0.02 -0.14
C 7.27236 -3.05713 -1.72747 0.01 0.00 -0.02 -0.12
C 2.50821 4.17567 -1.57439 0.60 1.02 -0.88 -0.38
C 2.29139 3.30052 4.36195 0.02 0.00 -0.11 -0.13
C 0.00478 -0.71918 -0.34544 -1.16 -0.26 0.93 -0.33
C -2.50672 1.53585 0.84992 0.84 0.35 -0.52 -0.09
C -3.91966 5.93346 -2.02066 -0.06 0.02 0.03 -0.12
C -5.08183 0.50488 -1.26211 -0.33 0.78 0.05 -0.09
C 3.90435 4.86612 4.37155 0.01 0.02 0.04 -0.12
C 2.91694 3.09835 -0.52592 -0.30 0.35 -1.07 -0.34
C -3.32560 -0.95402 1.17651 0.15 -0.23 -0.58 -0.08
C 2.52492 -7.31075 0.41224 0.00 0.03 0.02 -0.15
C 2.99524 4.13844 5.18603 0.01 0.01 0.06 -0.12
C -3.59379 3.72823 -2.31019 0.12 -0.08 -0.02 -0.13
C 6.54847 -3.74381 -0.71585 -0.01 -0.01 0.01 -0.12
C -1.66371 -3.39356 -0.64872 1.16 -0.29 -0.10 -0.20
C -6.92347 -0.63655 -0.08062 0.37 0.29 -0.22 -0.09
C -0.65183 2.78541 1.85318 -0.20 0.50 -0.60 -0.16
B -2.19082 -0.01620 0.40275 -0.62 0.24 0.61 -0.76
H -0.62244 -6.65875 0.89169 -0.02 0.00 -0.04 0.11
H -5.59732 1.46455 -1.30271 -0.09 0.24 -0.15 0.07
H 3.55250 -7.02410 0.55499 0.01 0.00 -0.02 0.10
H 1.51372 2.58683 4.57274 -0.02 0.00 0.00 0.11
H -3.75020 -0.40576 2.01711 0.02 0.12 0.28 0.08
H 6.80447 -1.09421 -2.68032 0.02 0.00 0.00 0.10
H -0.18596 -8.94139 -0.49936 -0.01 0.00 0.00 0.09
H -4.02192 0.69015 -1.36596 0.08 -0.10 0.02 0.04
H -5.42982 0.52290 0.85512 0.32 0.11 0.23 0.13
H 4.20272 4.73659 2.16458 0.02 0.00 0.04 0.10
H 1.59534 -3.08601 1.65620 0.26 -0.14 0.03 0.04
H -7.05288 -1.19531 -1.00393 -0.09 -0.32 -0.07 0.07
H -4.24426 -1.86500 -0.60757 0.12 0.04 -0.28 0.10
H -0.12431 1.90773 2.20712 0.11 -0.25 0.14 0.07
H -5.09108 -2.10225 0.89214 -0.22 -0.22 0.00 0.10
H -7.57502 0.23133 -0.15311 -0.20 0.13 0.08 0.07
H -1.72226 -2.86806 0.29491 -0.46 0.15 0.13 0.10
H 1.61753 -5.68464 1.40798 -0.02 0.04 0.00 0.13
H -1.30722 3.18163 2.63858 -0.05 -0.20 0.31 0.08
H 8.18067 -3.38060 -2.20785 0.00 0.00 -0.01 0.08
H 2.39025 3.01508 2.27238 0.05 0.04 0.27 0.10
H -2.93050 -1.86994 1.62225 0.32 -0.09 0.02 0.08
H 1.27480 -2.54735 -0.61735 -0.07 -0.10 -0.23 0.11
H -4.38804 6.89702 -1.90798 -0.01 0.01 0.01 0.08
H -0.41816 -2.83029 -2.32815 0.19 -0.12 -0.08 0.11
H -7.21638 -1.24903 0.76238 -0.18 -0.14 0.21 0.06
H -1.73519 6.35439 -1.84932 -0.01 0.03 -0.02 0.10
H -1.78533 3.37084 0.34251 0.02 0.09 -0.17 0.07
H 0.74148 -1.56087 2.21320 -0.35 0.14 0.10 0.07
H -1.50003 3.87297 -2.18852 0.10 -0.13 0.10 0.13
H 4.66457 -3.12267 0.30918 0.00 0.00 0.01 0.10
H -5.62991 4.50877 -2.29637 -0.01 0.00 0.01 0.09
H -2.12124 -2.50506 -2.50604 -0.19 0.04 -0.19 0.13
H 4.61084 5.61215 4.69505 0.01 0.01 0.00 0.08
H 6.79640 -4.69395 -0.27290 0.00 -0.01 0.00 0.08
H -5.42097 -0.06188 -2.12658 0.04 -0.28 -0.11 0.08
H 2.51324 -9.17883 -0.71331 0.01 0.00 -0.01 0.08
H 2.87193 4.22091 6.25287 0.00 0.00 0.01 0.08
H -3.64774 2.66288 -2.45189 -0.03 -0.02 0.04 0.10
H -2.76343 1.59407 1.91146 -0.15 -0.20 0.26 0.09
H 4.82670 -1.10576 -1.14871 0.05 -0.04 0.00 0.10
H -0.88240 -4.14472 -0.53955 0.09 -0.19 0.12 0.10
H -3.36742 1.95768 0.32968 -0.20 -0.12 -0.15 0.09
H 0.05276 3.58069 1.61512 0.28 0.03 0.25 0.05
H -0.77141 -0.55425 -2.38604 0.44 -0.08 -0.09 0.15
H 0.93689 5.13774 -1.12125 -0.28 0.23 0.16 0.13
```
Positions in Å, forces in eV/Å.

***

# 3
Density functional theory data (ωB97M-V with the def2-TZVPD basis set) for 3 unconnected molecules or ions with the total composition C3H6NO3.

For the highest occupied orbital energy, the calculation gives -14.0259 eV. As for the total energy: -10830.0732 eV. As for the relative energy (zero: lowest compared OMol25 entry of this formula, charge and spin): 3.892 eV. As for the net charge: +1. The LUMO energy is -5.53 eV.

The geometry in XYZ format:
```
13
Properties=species:S:1:pos:R:3:forces:R:3:nbo_charge:R:1
O 0.57497 -3.65040 -0.70375 2.73 -0.46 0.51 -0.60
O -3.44440 -1.08679 -1.48719 -0.43 0.54 0.07 -0.26
O -0.53160 -0.15958 -0.56573 -0.04 -1.41 0.45 -1.06
N 1.38214 0.22525 1.12506 0.64 -3.09 -1.67 -1.07
C -2.53420 -1.71610 -1.29515 -0.85 0.72 -0.30 0.89
C -1.57020 -2.56884 -1.16451 3.53 -1.83 0.59 -0.45
C -0.43633 -3.03129 -0.94333 -3.86 -0.20 -0.58 0.79
H 0.13641 0.03113 0.19684 -0.56 0.76 -0.97 0.50
H 1.84052 1.10357 1.24388 0.42 0.17 0.55 0.41
H 1.99314 -0.52989 0.69204 -0.38 2.02 0.21 0.38
H 1.10490 -0.30729 1.91915 -0.23 0.75 1.52 0.38
H 0.83164 -4.60778 -0.59667 -1.07 0.86 -0.32 0.61
H -0.88601 0.60905 -0.98021 0.09 1.18 -0.06 0.48
```
Positions in Å, forces in eV/Å.